# 1
DFT (ωB97M-V/def2-TZVPD) results for C41H37CoF5OP2 as an isolated structure at a distorted geometry.

HOMO (alpha / beta) ... -0.2827 / -0.2855 Ha
Total charge ... 0
Expectation value of S² ... 3.773
Molar mass ... 761.6 Da
ΔE to the lowest compared entry with this formula, charge and spin ... 0.0 kcal per mole
Gap between HOMO and LUMO (alpha / beta) ... 7.9 / 7.0 eV
Multiplicity ... 4

Positions of all 87 atoms, in Å:
Co: -0.478 0.323 -0.318
C: 0.594 -2.095 0.444
C: 0.688 -1.650 -0.847
C: -0.080 -2.230 -2.016
C: -1.328 -1.422 -2.463
C: -2.066 -0.710 -1.358
C: -2.288 -1.271 -0.094
C: -1.903 -2.638 0.324
C: -0.529 -2.848 1.038
C: 0.001 2.154 -0.757
H: 1.479 -2.016 1.080
H: 1.588 -1.078 -1.138
H: -0.378 -3.270 -1.797
H: 0.600 -2.250 -2.881
H: -1.034 -0.691 -3.239
H: -2.028 -2.098 -2.977
H: -2.770 0.057 -1.691
H: -3.026 -0.779 0.545
H: -1.977 -3.312 -0.540
H: -2.661 -2.961 1.056
H: -0.646 -2.526 2.097
H: -0.318 -3.941 1.096
H: 0.909 2.343 -0.155
H: -0.845 2.779 -0.415
H: 0.191 2.291 -1.833
P: 1.106 1.525 -9.315
P: -1.873 2.802 -9.152
C: -0.349 0.570 -9.852
C: -1.587 1.148 -9.872
C: 2.323 1.193 -10.648
C: 2.228 0.085 -11.497
C: 3.240 -0.174 -12.424
C: 4.314 0.707 -12.574
C: 4.363 1.867 -11.784
C: 3.376 2.117 -10.832
C: 1.661 0.440 -7.920
C: 0.856 0.497 -6.764
C: 1.162 -0.301 -5.661
C: 2.290 -1.133 -5.702
C: 3.101 -1.181 -6.845
C: 2.794 -0.384 -7.957
C: -2.928 3.465 -10.518
C: -2.259 3.738 -11.727
C: -2.980 4.119 -12.856
C: -4.371 4.282 -12.799
C: -5.024 4.062 -11.582
C: -4.310 3.674 -10.441
C: -3.134 2.454 -7.864
C: -3.381 3.474 -6.920
C: -4.401 3.314 -5.982
C: -5.157 2.132 -5.975
C: -4.885 1.103 -6.886
C: -3.857 1.259 -7.821
H: -0.199 -0.494 -10.096
H: -2.453 0.675 -10.371
H: 1.370 -0.580 -11.429
H: 3.188 -1.077 -13.027
H: 5.098 0.500 -13.305
H: 5.186 2.566 -11.918
H: 3.417 3.027 -10.223
H: -0.016 1.160 -6.749
H: 0.521 -0.263 -4.772
H: 2.538 -1.742 -4.826
H: 3.972 -1.837 -6.873
H: 3.422 -0.424 -8.849
H: -1.175 3.616 -11.773
H: -2.451 4.291 -13.790
H: -4.928 4.582 -13.693
H: -6.103 4.193 -11.530
H: -4.852 3.506 -9.507
H: -2.778 4.385 -6.933
H: -4.611 4.108 -5.261
H: -5.966 2.010 -5.253
H: -5.468 0.183 -6.881
H: -3.627 0.460 -8.527
F: 1.485 -0.199 6.582
C: 0.934 0.004 5.373
C: -0.441 -0.177 5.211
F: -1.223 -0.466 6.273
C: -0.991 -0.062 3.949
F: -2.311 -0.252 3.768
C: -0.180 0.211 2.800
O: -0.714 0.202 1.632
C: 1.210 0.421 3.024
F: 2.020 0.663 1.963
C: 1.751 0.328 4.287
F: 3.075 0.535 4.478

=====

# 2
DFT (ωB97M-V/def2-TZVPD) results for C41H37IrN5O2S3Sb2 as an isolated structure at a distorted geometry.

HOMO (alpha / beta) ... -0.3468 / -0.3924 Ha
Total charge ... +1
Expectation value of S² ... 6.028
Molar mass ... 1163.7 Da
ΔE to the lowest compared entry with this formula, charge and spin ... 0.0 kcal per mole
Gap between HOMO and LUMO (alpha / beta) ... 6.5 / 5.3 eV
Multiplicity ... 5

Positions of all 91 atoms, in Å:
Ir: -1.086 2.872 0.585
N: -1.199 3.121 -3.799
C: -1.420 3.256 -2.481
S: -1.379 1.780 -1.511
N: -1.678 4.415 -1.967
N: -1.669 4.534 -0.655
C: -2.263 5.506 -0.021
C: -2.250 5.463 1.410
C: -2.533 6.568 2.225
C: -2.495 6.435 3.596
C: -2.222 5.183 4.147
C: -1.977 4.131 3.293
N: -1.973 4.248 1.965
H: -1.304 2.215 -4.231
H: -1.346 3.936 -4.372
H: -2.789 6.285 -0.555
H: -2.756 7.520 1.770
H: -2.681 7.287 4.230
H: -2.197 5.023 5.211
H: -1.798 3.146 3.704
C: 3.131 -0.791 -0.843
C: 3.059 0.093 -2.081
C: 2.234 -0.495 -3.210
Sb: 0.182 -0.959 -2.659
C: -0.770 -0.425 -4.540
C: -2.096 -0.026 -4.526
C: -2.751 0.259 -5.715
C: -2.071 0.150 -6.918
C: -0.749 -0.260 -6.933
C: -0.102 -0.557 -5.745
C: 0.210 -3.081 -3.086
C: 1.289 -3.910 -2.833
C: 1.203 -5.267 -3.102
C: 0.030 -5.798 -3.612
C: -1.052 -4.971 -3.864
C: -0.961 -3.618 -3.596
Sb: 1.298 -0.699 0.334
C: 0.705 -2.782 0.329
C: -0.579 -3.125 -0.061
C: -0.962 -4.454 -0.115
C: -0.056 -5.443 0.228
C: 1.220 -5.101 0.643
C: 1.601 -3.770 0.698
C: 2.118 -0.660 2.341
C: 3.127 0.223 2.679
C: 3.555 0.310 3.993
C: 2.955 -0.468 4.968
C: 1.934 -1.340 4.628
C: 1.511 -1.436 3.312
H: 3.931 -0.448 -0.188
H: 3.327 -1.831 -1.104
H: 4.077 0.244 -2.457
H: 2.669 1.078 -1.800
H: 2.681 -1.426 -3.564
H: 2.182 0.209 -4.041
H: -2.617 0.048 -3.580
H: -3.792 0.548 -5.697
H: -2.578 0.379 -7.842
H: -0.228 -0.370 -7.873
H: 0.915 -0.919 -5.765
H: 2.209 -3.509 -2.431
H: 2.053 -5.906 -2.910
H: -0.041 -6.858 -3.806
H: -1.969 -5.374 -4.267
H: -1.802 -2.967 -3.799
H: -1.293 -2.348 -0.320
H: -1.963 -4.712 -0.424
H: -0.346 -6.482 0.174
H: 1.925 -5.869 0.930
H: 2.595 -3.501 1.035
H: 3.574 0.853 1.923
H: 4.336 1.001 4.263
H: 3.272 -0.370 5.993
H: 1.457 -1.940 5.390
H: 0.709 -2.113 3.039
O: 2.222 2.055 6.024
S: 1.101 2.548 5.294
O: 0.330 3.618 5.853
N: 1.556 2.956 3.737
C: 0.893 2.282 2.878
S: 1.189 2.477 1.188
C: -0.094 1.311 3.388
C: -1.012 0.542 2.685
C: -1.863 -0.287 3.400
C: -1.804 -0.343 4.786
C: -0.901 0.447 5.491
C: -0.050 1.254 4.775
H: -1.099 0.625 1.602
H: -2.599 -0.875 2.875
H: -2.471 -1.000 5.322
H: -0.876 0.451 6.569

=====

# 3
DFT (ωB97M-V/def2-TZVPD) results for C41H37KN5O2P2S as an isolated structure at a distorted geometry.

HOMO ... -0.3490 Ha
Total charge ... +1
Molar mass ... 764.9 Da
ΔE to the lowest compared entry with this formula, charge and spin ... 8.2 kcal per mole
Gap between HOMO and LUMO ... 7.7 eV

Positions of all 89 atoms, in Å:
K: -1.880 -0.587 1.171
N: 1.433 -4.792 1.900
C: 2.748 -4.885 1.395
C: 3.397 -6.106 1.360
C: 4.687 -6.199 0.852
C: 5.335 -5.063 0.397
C: 4.684 -3.834 0.450
C: 3.390 -3.744 0.933
S: 2.568 -2.180 0.952
N: 1.128 -2.444 1.820
C: 0.765 -3.619 2.150
C: -0.509 -3.789 2.933
C: -0.531 -4.599 4.060
C: -1.715 -4.716 4.774
C: -2.830 -4.032 4.327
C: -2.707 -3.255 3.187
N: -1.573 -3.123 2.498
H: 0.975 -5.649 2.159
H: 2.891 -6.994 1.725
H: 5.182 -7.161 0.821
H: 6.342 -5.125 0.007
H: 5.190 -2.938 0.106
H: 0.368 -5.103 4.390
H: -1.760 -5.327 5.666
H: -3.779 -4.093 4.843
H: -3.568 -2.714 2.806
O: -0.857 1.347 1.701
P: 0.285 1.854 0.871
C: 0.843 0.635 -0.364
P: -0.324 0.055 -1.635
O: -1.651 -0.376 -1.077
C: 0.528 -1.297 -2.445
C: 1.910 -1.352 -2.617
C: 2.486 -2.426 -3.279
C: 1.686 -3.453 -3.763
C: 0.309 -3.409 -3.585
C: -0.271 -2.334 -2.929
C: -0.504 1.363 -2.846
C: -1.796 1.697 -3.240
C: -1.993 2.685 -4.196
C: -0.904 3.344 -4.747
C: 0.388 3.017 -4.351
C: 0.589 2.026 -3.403
C: -0.145 3.338 -0.025
C: -1.491 3.567 -0.312
C: -1.851 4.678 -1.062
C: -0.878 5.557 -1.520
C: 0.462 5.335 -1.227
C: 0.830 4.226 -0.479
C: 1.743 2.245 1.831
C: 1.567 3.144 2.888
C: 2.643 3.493 3.688
C: 3.898 2.944 3.444
C: 4.076 2.044 2.406
C: 3.000 1.695 1.598
H: 1.142 -0.261 0.191
H: 1.729 1.033 -0.866
H: 2.554 -0.571 -2.227
H: 3.560 -2.467 -3.407
H: 2.138 -4.294 -4.275
H: -0.313 -4.215 -3.954
H: -1.343 -2.302 -2.772
H: -2.636 1.184 -2.787
H: -2.998 2.945 -4.505
H: -1.060 4.116 -5.491
H: 1.236 3.535 -4.780
H: 1.603 1.773 -3.109
H: -2.248 2.884 0.060
H: -2.895 4.863 -1.286
H: -1.163 6.427 -2.100
H: 1.217 6.028 -1.575
H: 1.875 4.057 -0.241
H: 0.589 3.567 3.086
H: 2.505 4.190 4.504
H: 4.738 3.219 4.070
H: 5.050 1.606 2.227
H: 3.155 0.981 0.800
C: -6.198 2.952 -1.149
N: -5.365 2.373 -0.103
C: -5.009 2.965 1.088
C: -4.294 2.025 1.767
N: -4.207 0.864 1.027
C: -4.863 1.116 -0.083
H: -6.002 4.020 -1.215
H: -7.255 2.794 -0.945
H: -5.944 2.494 -2.102
H: -5.291 3.977 1.330
H: -3.820 2.120 2.731
H: -4.995 0.433 -0.911

=====

# 4
DFT (ωB97M-V/def2-TZVPD) results for C41H38B2F15GeMoN10O5P2S as an isolated structure at a distorted geometry.

HOMO (alpha / beta) ... -0.3800 / -0.3800 Ha
Total charge ... +1
Expectation value of S² ... 2.030
Molar mass ... 1320.0 Da
ΔE to the lowest compared entry with this formula, charge and spin ... 0.0 kcal per mole
Gap between HOMO and LUMO (alpha / beta) ... 6.0 / 6.2 eV
Multiplicity ... 3

Positions of all 116 atoms, in Å:
Mo: 12.558 12.917 13.364
C: 10.097 12.526 9.975
C: 11.072 12.039 10.809
N: 11.003 12.692 11.982
N: 9.837 13.453 11.971
C: 9.360 13.476 10.745
B: 9.638 14.176 13.325
N: 9.715 13.091 14.435
C: 8.861 12.368 15.131
C: 9.529 11.210 15.668
C: 10.842 11.342 15.252
N: 10.932 12.424 14.478
N: 10.865 15.196 13.582
C: 10.743 16.526 13.816
C: 12.022 17.045 14.081
C: 12.919 16.003 14.018
N: 12.208 14.869 13.712
H: 9.891 12.235 8.967
H: 11.779 11.251 10.713
H: 8.430 13.952 10.504
H: 8.528 14.696 13.496
H: 7.858 12.694 15.213
H: 9.089 10.378 16.238
H: 11.670 10.678 15.271
H: 9.803 17.055 13.746
H: 12.212 18.053 14.504
H: 14.004 15.981 14.175
C: 9.285 5.733 12.700
N: 9.288 6.103 11.266
C: 9.056 5.064 10.278
P: 9.833 7.589 10.751
O: 10.598 8.362 11.724
O: 10.772 7.121 9.435
P: 12.272 7.695 9.012
O: 12.450 9.163 9.121
N: 13.316 6.776 9.908
C: 14.593 7.392 10.332
C: 13.174 5.365 10.277
N: 12.367 7.192 7.475
C: 12.688 8.144 6.372
C: 11.702 5.953 6.971
N: 8.474 8.266 10.037
C: 7.413 8.833 10.907
C: 8.430 8.781 8.656
H: 8.392 5.077 12.871
H: 9.201 6.622 13.352
H: 10.199 5.181 13.019
H: 8.080 4.583 10.423
H: 9.763 4.232 10.351
H: 9.112 5.486 9.280
H: 14.481 8.487 10.300
H: 15.401 7.078 9.663
H: 14.857 7.151 11.388
H: 12.141 5.073 10.596
H: 13.820 5.173 11.168
H: 13.492 4.703 9.447
H: 12.855 9.130 6.769
H: 11.852 8.173 5.636
H: 13.560 7.802 5.774
H: 11.494 5.322 7.818
H: 12.382 5.467 6.280
H: 10.774 6.220 6.411
H: 7.703 9.664 11.547
H: 6.978 8.052 11.527
H: 6.635 9.116 10.214
H: 9.373 8.596 8.165
H: 8.273 9.898 8.659
H: 7.548 8.396 8.059
O: 15.255 12.555 11.126
B: 13.887 13.018 11.497
O: 13.524 13.983 10.479
C: 14.640 14.199 9.633
C: 14.758 15.121 8.607
C: 16.001 15.096 7.916
C: 17.043 14.220 8.272
C: 16.909 13.320 9.351
C: 15.691 13.329 10.025
H: 13.976 15.845 8.318
H: 16.150 15.825 7.095
H: 17.986 14.263 7.667
H: 17.767 12.706 9.581
F: 17.006 8.325 16.363
C: 17.571 8.748 15.222
C: 17.047 9.885 14.624
C: 17.620 10.309 13.447
F: 17.100 11.402 12.860
C: 18.629 9.574 12.840
F: 19.226 10.136 11.774
C: 19.081 8.383 13.398
F: 20.123 7.803 12.823
C: 18.592 8.010 14.631
F: 19.073 6.907 15.235
Ge: 15.507 10.861 15.400
S: 14.065 11.378 13.528
C: 14.676 9.860 16.922
C: 14.981 10.183 18.249
F: 15.949 11.113 18.543
C: 14.484 9.514 19.368
F: 14.808 9.935 20.603
C: 13.825 8.323 19.144
F: 13.511 7.582 20.191
C: 13.573 7.888 17.830
F: 13.043 6.686 17.618
C: 13.964 8.673 16.768
F: 13.679 8.212 15.507
C: 15.969 12.641 16.128
C: 14.953 13.417 16.658
F: 13.763 12.908 17.094
C: 15.051 14.806 16.608
F: 14.125 15.522 17.244
C: 16.136 15.445 16.047
F: 16.210 16.742 15.979
C: 17.270 14.668 15.795
F: 18.424 15.325 15.541
C: 17.218 13.263 15.928
F: 18.383 12.561 15.967

=====

# 5
DFT (ωB97M-V/def2-TZVPD) results for C41H38Cl2O2P2PdS as an isolated structure at a distorted geometry.

HOMO (alpha / beta) ... -0.6810 / -0.6989 Ha
Total charge ... +4
Expectation value of S² ... 6.055
Molar mass ... 834.1 Da
ΔE to the lowest compared entry with this formula, charge and spin ... 6.7 kcal per mole
Gap between HOMO and LUMO (alpha / beta) ... 8.1 / 4.6 eV
Multiplicity ... 5

Positions of all 87 atoms, in Å:
Pd: -0.254 0.381 0.438
O: 1.244 -1.950 0.947
C: 0.786 -3.128 0.595
C: 1.540 -4.335 0.695
C: 0.929 -5.522 0.390
C: -0.412 -5.535 -0.030
C: -1.133 -4.321 -0.208
C: -0.549 -3.117 0.060
P: -1.449 -1.579 -0.359
C: -3.144 -1.802 0.066
C: -4.155 -1.819 -0.907
C: -5.465 -2.027 -0.511
C: -5.768 -2.207 0.834
C: -4.765 -2.182 1.804
C: -3.454 -1.973 1.427
C: -1.192 -1.267 -2.071
C: -0.399 -2.107 -2.885
C: -0.295 -1.847 -4.232
C: -0.942 -0.733 -4.781
C: -1.700 0.120 -3.983
C: -1.823 -0.131 -2.632
C: 2.440 -1.609 1.601
C: 2.984 -2.401 2.598
C: 4.175 -1.992 3.184
C: 4.785 -0.814 2.780
C: 4.180 0.000 1.824
C: 2.976 -0.370 1.238
P: 2.181 0.731 0.023
C: 2.142 2.367 0.646
C: 2.271 2.650 2.030
C: 2.223 3.954 2.463
C: 2.016 4.987 1.541
C: 1.837 4.716 0.179
C: 1.880 3.418 -0.272
C: 3.057 0.619 -1.508
C: 2.768 -0.444 -2.372
C: 3.523 -0.620 -3.516
C: 4.559 0.264 -3.804
C: 4.846 1.323 -2.949
C: 4.097 1.513 -1.800
H: 2.581 -4.313 0.980
H: 1.481 -6.450 0.462
H: -0.894 -6.478 -0.262
H: -2.154 -4.362 -0.573
H: -3.924 -1.706 -1.957
H: -6.251 -2.066 -1.254
H: -6.795 -2.376 1.133
H: -5.015 -2.330 2.846
H: -2.674 -1.949 2.181
H: 0.090 -2.979 -2.473
H: 0.268 -2.512 -4.873
H: -0.850 -0.536 -5.842
H: -2.193 0.976 -4.424
H: -2.400 0.535 -2.004
H: 2.474 -3.286 2.952
H: 4.621 -2.591 3.967
H: 5.721 -0.507 3.227
H: 4.654 0.935 1.551
H: 2.439 1.851 2.741
H: 2.362 4.187 3.510
H: 1.991 6.013 1.888
H: 1.682 5.529 -0.518
H: 1.738 3.203 -1.324
H: 1.955 -1.124 -2.149
H: 3.313 -1.440 -4.189
H: 5.149 0.125 -4.700
H: 5.660 1.997 -3.177
H: 4.339 2.330 -1.133
Cl: 1.535 -0.436 4.622
C: -0.155 -0.046 4.654
Cl: -0.761 0.540 3.018
H: -0.342 0.792 5.316
H: -0.746 -0.921 4.895
O: -1.151 2.074 -0.451
S: -1.715 3.009 0.711
C: -2.349 4.483 -0.149
C: -3.883 4.419 -0.117
C: -4.269 2.946 -0.025
C: -3.361 2.371 1.057
H: -1.926 4.390 -1.152
H: -1.923 5.358 0.338
H: -4.292 4.899 -1.004
H: -4.256 4.964 0.750
H: -4.090 2.438 -0.976
H: -5.318 2.808 0.233
H: -3.289 1.281 1.100
H: -3.616 2.746 2.052